Entry 1:
The following is a quantum chemistry calculation of a molecular structure, C42H53BrN4O6P2Ru, from the Open Molecules 2025 dataset.

```
109
Properties=species:S:1:pos:R:3:forces:R:3
Ru -0.3768 0.9203 1.2023 0.3323 -0.5399 0.6379
Br 5.1726 -2.6872 2.8932 0.0517 -0.0280 0.0099
P -0.3621 -2.4424 -0.5403 -0.1296 0.1751 -0.2066
P 1.6057 -0.3963 -1.6207 0.0885 -0.1255 -0.0711
O 3.1511 -0.1233 -1.4976 -0.0328 0.0492 -0.0516
O -0.2944 -3.7006 0.4100 0.0297 0.0441 0.0024
O -1.0257 -2.9282 -1.8786 -0.0101 0.0742 -0.0094
O 0.8523 0.6497 -0.8925 -0.1300 -0.1242 0.0995
O 1.2819 -0.5288 -3.1596 -0.1670 0.0791 0.0348
O -0.9958 -1.2906 0.1387 -0.1194 -0.2584 0.0752
N 0.4976 3.4147 2.3630 -0.0412 -0.6781 0.1784
N 0.0001 1.2998 3.1523 0.4825 -0.1678 0.4000
N 0.1415 2.8749 1.2679 -0.0688 0.6715 -0.6456
N -2.1476 -0.1583 2.2655 -0.0908 0.1961 -0.3067
C -4.3964 2.1486 -1.4803 0.0922 -0.0485 -0.0130
C 4.9415 -1.7142 -1.2218 0.0388 -0.0063 0.0210
C -4.3993 2.8174 4.1868 0.0100 -0.0604 0.0335
C -2.7267 -1.7424 -3.0991 -0.0223 0.0018 -0.0517
C 0.1737 3.8635 0.1812 -0.0598 -0.3600 0.4796
C -3.8763 1.7683 4.9281 -0.0085 0.0254 -0.0301
C -3.3703 -3.0711 -1.0516 -0.0224 0.0396 -0.0043
C -2.1260 1.3898 -1.3249 0.1809 -0.1290 0.0251
C -2.9607 0.8246 2.9182 0.0256 -0.1381 0.0257
C 0.4754 0.7653 5.4391 -0.0886 -0.0868 -0.0578
C 1.3178 -2.0915 -1.0870 0.0535 -0.0772 0.0140
C 0.8939 2.9692 4.6666 -0.0358 -0.2128 0.2659
C -2.1155 1.4638 0.0688 -0.0577 0.2688 -0.0183
C 0.9129 2.0651 5.6976 0.0197 0.1816 -0.0449
C 3.6229 -1.7001 2.4470 -0.0593 0.0786 -0.0305
C 0.0364 0.4251 4.1859 -0.2174 0.1714 0.0990
C 0.2327 5.7350 -1.8561 0.0039 0.0293 -0.0417
C 2.3733 -2.2726 2.6059 0.0199 -0.0555 -0.0348
C 1.3210 -0.2578 1.7230 0.1984 0.1681 -0.0908
C -3.3257 1.8418 0.6770 -0.0176 0.0917 0.0387
C 0.1849 4.3842 -2.1537 -0.0086 -0.0198 0.1007
C 4.1569 -0.8982 -2.2257 -0.0284 -0.0395 0.0210
C 2.6002 0.2888 1.5937 -0.0755 0.0911 -0.0244
C -0.9422 -5.9889 0.0621 0.0070 -0.0245 0.0334
C -3.1605 0.7663 4.2891 -0.0087 0.0574 -0.0077
C 0.1086 1.2667 -4.3034 -0.0073 -0.0091 -0.0291
C 0.1873 -4.9936 -0.0811 0.0053 -0.0285 -0.0350
C 0.2489 6.1500 -0.5299 0.0052 -0.0207 0.0108
C 0.1501 3.4421 -1.1331 0.0785 0.1312 -0.1992
C 5.0149 0.0859 -2.9881 0.0465 0.0302 0.0279
C -3.2253 1.7306 -2.0961 -0.0926 0.0487 0.0325
C -4.2136 2.8501 2.8128 0.0237 0.0417 -0.0430
C 0.2236 5.2214 0.4941 -0.1177 0.0545 -0.1097
C 1.2428 -1.5480 2.2430 -0.1513 0.0094 -0.0035
C 1.9896 -0.0260 -5.3755 -0.0087 0.0055 -0.0336
C -2.4493 -2.9582 -2.2491 0.0789 -0.0474 0.0049
C -4.4404 2.1808 -0.0998 -0.0370 -0.0194 0.0212
C 1.4209 -5.3657 0.7105 0.0071 0.0024 0.0444
C 0.4502 2.5348 3.4184 -0.0871 0.6747 -0.6754
C -3.4934 1.8601 2.1503 0.0575 0.0127 0.0845
C 1.4408 0.5812 -4.1043 0.0815 -0.0351 0.0087
C 3.7437 -0.4108 1.9530 0.0215 -0.0846 -0.0245
H -1.7744 -5.7421 -0.5959 0.0069 0.0175 -0.0007
H -0.6417 0.5451 -4.6305 0.0016 -0.0060 0.0021
H 2.9185 -0.5641 -5.1886 0.0102 0.0156 0.0068
H 1.9899 -2.2847 -0.2472 -0.0293 0.0237 0.0197
H 1.8199 -6.3114 0.3436 0.0069 -0.0056 0.0055
H 5.4929 0.7784 -2.2943 0.0022 -0.0071 0.0030
H -5.3658 2.4496 0.3951 0.0087 0.0099 0.0225
H 4.4268 0.6634 -3.7003 -0.0147 -0.0064 0.0035
H 0.2762 7.2047 -0.2919 -0.0024 0.0003 0.0061
H 1.2635 2.3510 6.6794 -0.0025 -0.0232 0.0054
H 2.2011 -4.6077 0.6225 -0.0296 -0.0017 -0.0077
H -4.0253 1.7229 5.9986 -0.0124 0.0042 0.0005
H 0.2525 6.4676 -2.6522 -0.0033 0.0027 0.0009
H -3.1695 1.6652 -3.1769 0.0083 -0.0130 -0.0026
H -0.2357 1.7432 -3.3886 -0.0005 -0.0040 -0.0370
H -2.6606 -0.8375 -2.4979 0.0071 0.0067 0.0271
H 0.4396 -4.8855 -1.1396 0.0137 0.0185 0.0117
H 1.2217 3.9920 4.7733 -0.0040 0.0129 -0.0417
H -4.6181 3.6738 2.2385 -0.0092 -0.0016 -0.0168
H 1.5637 -2.7510 -1.9212 0.0904 -0.0456 0.0530
H -3.7333 -1.8046 -3.5152 -0.0014 -0.0040 0.0048
H -1.9277 -0.9288 2.8808 0.0195 -0.1219 -0.0027
H -0.5918 -6.9889 -0.1941 0.0032 0.0025 -0.0099
H 2.1650 1.2816 -3.6778 -0.0138 -0.0015 0.0223
H 0.2053 2.0334 -5.0734 0.0040 -0.0016 -0.0027
H 1.1734 -5.4844 1.7664 -0.0067 0.0063 -0.0026
H -4.3912 -3.1934 -1.4143 -0.0006 -0.0194 0.0058
H 2.1866 0.7587 -6.1062 -0.0009 -0.0022 -0.0059
H -2.0149 -1.6796 -3.9227 -0.0025 -0.0200 0.0052
H -2.5592 -0.5322 1.4146 -0.0831 0.0053 0.0347
H -3.1273 -3.9298 -0.4265 0.0146 0.0022 -0.0011
H -4.9584 3.6037 4.6754 0.0114 0.0110 -0.0003
H 3.6361 -1.5583 -2.9261 -0.0006 0.0116 -0.0038
H 0.1415 2.3934 -1.3573 0.0299 0.1377 0.0418
H 5.4098 -1.0599 -0.4865 0.0074 0.0131 -0.0059
H -0.2821 -0.5798 3.9892 0.0115 -0.1179 -0.0891
H 4.3093 -2.4240 -0.6874 -0.0174 0.0108 -0.0019
H 2.7232 1.2874 1.1870 -0.0062 0.0101 0.0138
H -3.3336 -2.1671 -0.4448 0.0019 0.0237 -0.0139
H 5.7249 -2.2746 -1.7326 -0.0073 -0.0057 -0.0071
H 0.2185 5.5443 1.5220 0.0160 0.0010 0.0186
H -1.3006 -6.0022 1.0921 0.0124 -0.0079 0.0022
H -1.2381 1.0307 -1.8280 -0.0718 -0.0059 0.0168
H 0.2785 -2.0318 2.3648 0.0089 -0.0114 -0.0092
H 0.4842 0.0061 6.2081 0.0024 0.0046 0.0075
H 5.7928 -0.4447 -3.5374 -0.0028 -0.0104 0.0025
H 0.1662 4.0543 -3.1843 0.0101 0.0159 -0.0013
H 4.7219 0.0385 1.8421 -0.0014 0.0101 0.0004
H -5.2681 2.4168 -2.0621 0.0042 0.0078 -0.0049
H 2.2831 -3.2737 3.0085 -0.0158 0.0062 -0.0268
H -2.5177 -3.8632 -2.8536 -0.0017 -0.0046 0.0156
H 1.2672 -0.7225 -5.8031 -0.0068 0.0020 0.0093
H -2.7626 -0.0636 4.8614 -0.0035 -0.0254 -0.0104
```
Forces are in eV/Å.

- Energy above the lowest of the compared OMol25 structures with the same formula, charge and spin: 0.000 eV
- Multiplicity: 2
- Lowest unoccupied orbital energy (spin up / spin down): -3.39 / -3.35 eV
- HOMO-LUMO gap (spin up / spin down): 6.8 / 6.8 eV
- Net charge: +1

These are the Mulliken partial charges, in e, on atoms 1 to 6:
1. Ru -1.558
2. Br -0.146
3. P -0.922
4. P -0.706
5. O 0.014
6. O -0.171

Entry 2:
The following is a quantum chemistry calculation of a molecular structure, C21H30MnN6OSeSi, from the Open Molecules 2025 dataset.

```
61
Properties=species:S:1:pos:R:3:forces:R:3
Se -1.0632 1.8358 2.0907 -0.3765 0.3191 -0.0877
Mn 1.7695 -0.2915 0.6245 1.6084 -0.4639 -0.2258
Si 2.0492 2.8804 -0.4459 0.4318 0.8602 -0.5361
O 1.6249 1.4152 0.0734 -0.5778 -0.3758 0.4214
N -0.0673 -0.9355 0.3905 -0.7941 -0.4427 -0.1329
N -1.7987 -2.1823 -0.1810 0.6788 0.5764 0.1901
N -4.5933 4.4637 0.5121 -0.4795 0.3298 -0.2731
N 3.7833 0.1709 0.9112 -0.1870 0.3633 -0.2489
N -6.0589 -5.7780 -3.9845 -0.2970 -0.2575 -0.2728
N 2.3238 -2.4192 0.7770 -0.3571 0.1925 -0.0356
C -0.6233 -1.4646 1.5292 -0.4050 -0.3639 0.2579
C -4.5873 -4.3907 -1.1673 0.0742 0.0445 -0.2593
C -3.6262 4.9841 1.2429 0.2661 0.1462 0.2494
C -1.6897 -2.2360 1.1844 0.3849 0.0950 0.5662
C -4.4463 -4.3961 -2.5543 0.5122 0.4092 0.4648
C 4.8590 -0.6627 1.4580 0.3601 -0.4797 -0.0523
C -2.5616 4.2441 1.7303 0.0533 -0.0709 -0.0020
C -2.5514 -2.9319 -2.3673 0.0434 0.1071 0.2838
C -3.5217 2.3419 0.6457 0.0547 -0.1085 -0.0003
C -4.5419 3.1771 0.2204 0.0200 -0.3517 -0.0744
C -3.4235 -3.6590 -3.1512 -0.1594 -0.0871 0.1184
C -2.6971 -2.9136 -0.9798 -0.7469 -0.5941 -0.7236
C 2.4973 2.6704 -2.2954 -0.2371 0.2688 0.8440
C -5.3370 -5.1582 -3.3484 -0.2138 -0.1727 -0.2119
C 3.5631 -2.8433 1.4587 0.5112 -0.1089 -0.0291
C -3.7225 -3.6501 -0.3888 0.2455 0.2438 0.0100
C 0.6505 4.1407 -0.1733 0.6749 -0.6082 -0.1495
C -0.8017 -1.3733 -0.6125 0.2521 0.2071 -0.0833
C 3.6163 3.5034 0.4860 -0.7733 -0.2903 -0.4267
C -2.5022 2.8862 1.4234 0.2705 -0.0722 0.2160
C 4.7799 -2.0923 0.9285 -0.2511 0.2189 0.3307
H -5.3748 -4.9656 -0.7057 -0.0627 -0.0251 0.0285
H 4.7685 -0.6738 2.5461 0.0428 0.0549 -0.0468
H 3.8033 1.0902 1.3618 -0.1549 -0.1902 -0.2264
H 3.4492 -2.6527 2.5293 -0.0290 -0.0426 -0.0847
H -3.7131 6.0413 1.4508 0.0796 0.1041 0.0846
H 2.5198 3.6286 -2.7994 0.0529 0.2563 -0.1979
H 3.8292 4.5238 0.1883 0.0562 0.2746 -0.0732
H -1.7581 -2.3815 -2.8458 0.0596 0.0346 -0.0751
H 4.5093 2.9252 0.2626 0.1627 -0.1306 -0.1019
H -0.2962 3.7750 -0.5580 -0.1682 -0.0788 -0.1301
H -2.3469 -2.8054 1.8048 -0.1450 -0.0917 0.0841
H -3.3145 -3.6610 -4.2262 0.0065 -0.0169 -0.0088
H 3.9801 0.3586 -0.0797 -0.0004 0.1073 0.2955
H 3.4750 2.2119 -2.4188 0.1920 -0.0868 0.0283
H -3.5254 1.2930 0.3865 0.0207 -0.0472 -0.0011
H 0.8853 5.0738 -0.6722 0.0413 0.2454 -0.1489
H 0.5219 4.3519 0.8831 0.0097 0.0070 0.2375
H -0.2333 -1.2374 2.5117 -0.1596 -0.0751 -0.1281
H -0.6342 -1.1015 -1.6358 -0.0200 -0.0235 -0.1344
H 3.7170 -3.9195 1.3236 -0.0916 0.1122 0.0535
H 1.5599 -2.9499 1.1982 -0.0519 0.1538 -0.2582
H 3.4698 3.5122 1.5628 -0.0803 -0.0015 0.2351
H -3.8605 -3.6475 0.6786 -0.0303 -0.0001 0.1275
H 5.8352 -0.2385 1.1971 -0.1354 0.0195 0.1297
H 4.7539 -2.0743 -0.1641 0.0998 -0.0835 -0.0865
H -1.7963 4.7005 2.3380 0.0574 0.0696 0.0259
H 2.3848 -2.7252 -0.2024 -0.1586 0.1263 0.3710
H -5.3602 2.8009 -0.3798 -0.0100 -0.1296 -0.0390
H 5.6795 -2.6294 1.2280 0.0197 0.0140 -0.0430
H 1.7704 2.0433 -2.8026 -0.1895 -0.0902 -0.0445
```
Forces are in eV/Å.

- Energy above the lowest of the compared OMol25 structures with the same formula, charge and spin: 2.648 eV
- Multiplicity: 5
- Lowest unoccupied orbital energy (spin up / spin down): -2.96 / -4.31 eV
- HOMO-LUMO gap (spin up / spin down): 8.3 / 6.2 eV
- Net charge: +1

These are the natural (NBO) partial charges, in e, on atoms 1 to 6:
1. Se 0.180
2. Mn 1.132
3. Si 1.871
4. O -1.238
5. N -0.534
6. N -0.346

Entry 3:
The following is a quantum chemistry calculation of 3 unconnected molecules or ions with the total composition C14H23N2O6P, from the Open Molecules 2025 dataset.

```
46
Properties=species:S:1:pos:R:3:forces:R:3
P -4.5704 -0.7205 0.1274 -2.4381 -0.3743 0.7733
O -5.0454 1.7886 2.4092 -0.5213 0.3854 0.2327
O 3.4836 -2.3717 0.8485 -0.0386 -0.0804 -0.0163
O -3.1900 0.6484 2.7940 0.2923 -0.3695 -0.8041
O 1.3956 2.7727 -1.7740 -0.0106 0.0280 0.0413
O 4.9499 -4.0226 0.4597 0.1244 0.1323 -0.1531
O 2.0012 0.9223 -0.6662 0.0037 0.0801 0.1164
N -4.1195 0.8619 0.5689 1.5443 -1.3731 -0.7787
N -5.9783 -1.1135 0.6875 0.7063 0.2130 0.2190
C 3.6669 2.1711 -1.9219 -0.0553 0.5791 0.0329
C 2.1752 -2.2545 1.4398 -0.1880 0.1193 -0.0170
C 2.7559 -4.5481 1.3663 -0.4340 0.2899 -0.2331
C 3.8697 -3.6692 0.8276 0.0766 -0.2210 0.2412
C -1.0706 -0.5577 0.8179 0.4667 -0.8836 -0.2171
C -0.8174 0.2680 -0.3381 -1.0473 0.9108 -0.0358
C 1.5413 -3.6268 1.2814 0.0073 -0.1868 0.0564
C -3.0747 1.5881 -0.1982 0.1442 0.1625 0.0030
C 2.2996 1.8515 -1.3552 0.3142 -0.2943 -0.1571
C -4.1576 1.1380 1.9653 -0.7523 0.5630 0.2979
C -2.0705 0.8205 -1.0564 0.4621 -0.0612 0.1058
C 2.0251 3.7055 -2.6734 0.0854 0.1704 -0.1162
C -1.1651 -1.3989 1.6674 -0.3989 0.5500 -0.1689
C 3.5100 3.6280 -2.3518 0.1426 -0.0633 -0.0110
H 2.2936 -1.9697 2.4882 0.0233 -0.0202 -0.0037
H -3.5840 2.3018 -0.8380 -0.2135 0.0667 -0.1268
H 3.8566 1.5110 -2.7692 0.0249 -0.0861 0.0670
H -3.6421 -1.6970 0.5305 0.4720 0.3408 -0.4470
H -6.3878 -0.3807 1.2528 -0.3395 -0.0798 -0.0456
H -1.6524 1.5598 -1.7336 -0.0811 0.2143 -0.2471
H 1.0840 -3.7100 0.2941 -0.0220 0.0321 0.0153
H 1.6156 -1.4789 0.9261 0.2036 0.1038 -0.0407
H 3.7414 4.2850 -1.5121 -0.0172 0.0160 -0.0158
H 1.6114 4.6971 -2.5069 -0.1533 -0.0821 0.0792
H -2.5556 1.3470 2.9730 0.1712 0.0732 0.2837
H -2.5178 0.0813 -1.7107 -0.3044 -0.2608 0.0808
H -0.2619 1.1404 -0.0364 0.3648 0.2336 0.2246
H 2.6426 -5.4412 0.7588 0.2210 -0.1121 0.1115
H 1.8047 3.3991 -3.6981 0.0035 -0.0371 0.0146
H 2.9932 -4.8205 2.3956 0.0673 -0.0697 -0.0281
H 4.1449 3.9159 -3.1870 -0.0623 -0.0116 -0.0416
H -0.1923 -0.2310 -1.0584 0.2407 -0.3619 -0.1658
H -2.4943 2.1941 0.4945 0.0665 0.0890 0.2282
H 0.7737 -3.8329 2.0243 0.0244 0.0515 0.0279
H -1.5074 -2.0217 2.4382 0.0574 -0.4804 0.5557
H 4.4360 2.0412 -1.1666 -0.0104 -0.2746 -0.0271
H -4.6168 -0.7710 -1.2847 0.7775 0.3791 0.0894
```
Forces are in eV/Å.

- Lowest unoccupied orbital energy: 0.26 eV
- HOMO-LUMO gap: 8.6 eV

These are the natural (NBO) partial charges, in e, on atoms 1 to 6:
1. P 1.522
2. O -0.502
3. O -0.488
4. O -0.713
5. O -0.501
6. O -0.566